[1]
A molecular structure, C21H29FeN4O4S. Source: OMol25; level of theory: ωB97M-V/def2-TZVPD.

Summary:
E_LUMO (alpha / beta), eV: -4.7 / -8.3
ΔE to the lowest compared entry with this formula, charge and spin, eV: 1.5027
HOMO-LUMO gap (alpha / beta), Ha: 0.3370 / 0.1998
Charge: +2
<S²>: 8.790
Multiplicity: 6
Highest occupied orbital energy (alpha / beta), eV: -13.91 / -13.73

Each line ends with the Mulliken spin population.
Atoms and positions in Å:
Fe  -0.16  -0.26  0.50  3.761
C  -1.98  1.92  -0.02  -0.043
C  -2.31  0.60  -0.35  0.078
C  -2.67  -0.29  0.67  -0.013
C  -2.73  0.15  1.99  0.012
C  -2.47  1.48  2.29  -0.007
C  -2.08  2.36  1.29  0.030
H  -1.71  2.62  -0.81  -0.007
H  -2.33  0.28  -1.38  -0.002
H  -2.97  -1.30  0.42  0.001
H  -3.05  -0.54  2.76  0.002
H  -2.57  1.83  3.31  0.000
H  -1.87  3.40  1.53  0.001
N  0.99  -2.05  1.45  0.069
C  1.22  -3.25  0.61  -0.015
C  1.76  -2.90  -0.78  0.016
C  0.75  -2.18  -1.65  -0.006
O  0.64  -2.39  -2.84  0.018
O  -0.02  -1.35  -0.99  0.068
H  1.90  -1.64  1.65  -0.006
H  0.63  -2.36  2.35  0.000
H  0.28  -3.80  0.51  -0.003
H  1.94  -3.92  1.10  0.002
H  2.07  -3.80  -1.30  -0.001
H  2.64  -2.26  -0.66  -0.001
O  2.62  0.25  2.87  0.011
C  1.43  0.54  2.98  0.000
O  0.56  0.60  2.07  0.028
C  0.92  0.85  4.40  0.006
N  2.14  0.90  5.28  0.001
C  1.97  -0.09  6.41  0.000
C  0.47  -0.33  6.46  0.000
C  0.05  -0.26  5.00  0.000
H  0.42  1.82  4.41  0.000
H  2.33  1.84  5.63  0.000
H  2.90  0.63  4.62  0.000
H  2.39  0.32  7.32  0.000
H  2.52  -0.99  6.14  0.000
H  -0.02  0.46  7.04  0.000
H  0.23  -1.28  6.93  0.000
H  -1.01  -0.04  4.87  0.000
H  0.26  -1.21  4.50  0.002
N  0.87  2.90  -4.30  -0.001
C  0.26  1.71  -4.34  -0.067
S  -0.09  0.77  -3.05  0.170
N  -0.10  1.34  -5.66  0.234
C  -0.54  0.15  -6.12  0.244
C  -0.31  -1.10  -5.45  0.136
C  -0.85  -2.25  -5.99  -0.055
C  -1.56  -2.20  -7.18  0.236
C  -1.75  -0.98  -7.88  0.022
C  -1.24  0.17  -7.37  0.075
H  1.19  3.23  -3.41  0.001
H  1.17  3.41  -5.12  0.001
H  -0.05  2.07  -6.36  -0.017
H  0.31  -1.16  -4.57  0.012
H  -0.67  -3.19  -5.50  0.003
H  -1.95  -3.12  -7.61  0.006
H  -2.30  -0.97  -8.81  0.005
H  -1.38  1.11  -7.88  -0.003

=====

[2]
6 unconnected molecules or ions with the total composition C18H42N6O6. Source: OMol25; level of theory: ωB97M-V/def2-TZVPD.

Summary:
E_LUMO, eV: 0.1
ΔE to the lowest compared entry with this formula, charge and spin, eV: 5.8643
HOMO-LUMO gap, Ha: 0.3410
Highest occupied orbital energy, eV: -9.22

Each line ends with the Mulliken charge.
Atoms and positions in Å:
C  9.55  -13.36  -6.78  0.161
O  8.89  -13.80  -5.84  -0.576
N  10.66  -13.94  -7.32  0.081
C  11.28  -13.43  -8.49  -0.863
C  11.14  -15.22  -6.83  -0.966
H  9.24  -12.47  -7.34  0.259
H  12.36  -13.56  -8.40  0.263
H  11.02  -12.39  -8.70  0.287
H  10.93  -14.12  -9.25  0.351
H  11.24  -16.02  -7.56  0.341
H  12.20  -15.12  -6.59  0.349
H  10.76  -15.63  -5.89  0.312
C  26.63  -17.03  -13.89  0.204
O  27.20  -18.16  -13.94  -0.609
N  25.92  -16.61  -12.80  0.093
C  25.18  -15.40  -12.82  -0.929
C  25.77  -17.39  -11.56  -0.947
H  26.52  -16.33  -14.73  0.253
H  25.06  -15.01  -13.83  0.292
H  25.59  -14.72  -12.07  0.310
H  24.18  -15.61  -12.44  0.347
H  26.67  -17.97  -11.41  0.338
H  25.73  -16.73  -10.69  0.348
H  24.95  -18.11  -11.54  0.299
C  19.44  -3.10  -12.08  0.209
O  18.37  -2.98  -11.40  -0.629
N  19.67  -4.15  -12.87  0.099
C  20.88  -4.30  -13.74  -0.831
C  18.72  -5.25  -12.93  -0.940
H  20.31  -2.43  -11.96  0.267
H  21.57  -5.08  -13.42  0.306
H  21.36  -3.32  -13.70  0.273
H  20.79  -4.49  -14.81  0.314
H  17.92  -5.17  -12.19  0.305
H  18.14  -5.36  -13.84  0.289
H  19.31  -6.12  -12.64  0.339
C  18.32  -13.51  -14.10  0.099
O  17.75  -12.82  -13.27  -0.571
N  19.32  -13.04  -14.92  0.088
C  19.74  -13.72  -16.09  -0.895
C  19.85  -11.71  -14.70  -0.892
H  17.94  -14.52  -14.31  0.306
H  20.77  -14.02  -15.92  0.301
H  19.64  -13.06  -16.96  0.331
H  19.14  -14.62  -16.27  0.299
H  19.91  -11.32  -13.68  0.311
H  20.87  -11.81  -15.06  0.336
H  19.26  -10.95  -15.22  0.286
C  13.23  -21.40  -19.87  0.107
O  14.30  -21.50  -20.56  -0.611
N  13.16  -20.52  -18.86  0.109
C  14.21  -19.57  -18.50  -0.990
C  11.82  -20.13  -18.48  -1.069
H  12.40  -22.11  -19.87  0.336
H  15.22  -19.96  -18.60  0.331
H  14.30  -19.28  -17.46  0.367
H  14.25  -18.68  -19.14  0.360
H  11.58  -20.66  -17.56  0.308
H  11.72  -19.04  -18.40  0.347
H  11.01  -20.38  -19.16  0.404
C  28.21  -8.91  -14.31  0.196
O  28.08  -8.06  -13.46  -0.606
N  29.34  -8.98  -15.01  0.070
C  29.36  -9.87  -16.13  -0.899
C  30.57  -8.33  -14.61  -0.846
H  27.46  -9.68  -14.56  0.260
H  29.99  -10.70  -15.80  0.367
H  29.91  -9.48  -16.99  0.282
H  28.40  -10.26  -16.46  0.287
H  30.26  -7.54  -13.93  0.303
H  31.23  -9.11  -14.23  0.304
H  31.05  -7.97  -15.52  0.283

=====

[3]
A molecular structure, C16H12F6NO6PPdS2. Source: OMol25; level of theory: ωB97M-V/def2-TZVPD.

Summary:
E_LUMO, eV: 4.5
ΔE to the lowest compared entry with this formula, charge and spin, eV: 1.0931
HOMO-LUMO gap, Ha: 0.2239
Charge: -2
Highest occupied orbital energy, eV: -1.57

Each line ends with the Mulliken charge.
Atoms and positions in Å:
Pd  -0.09  0.08  -1.31  -0.063
O  4.20  -1.53  -0.54  -0.804
C  2.96  -1.51  -0.44  0.392
O  2.09  -1.52  -1.34  -0.558
C  2.41  -1.55  1.01  -0.828
P  0.58  -1.53  1.08  0.213
C  0.40  -1.61  2.94  0.302
C  0.25  -2.87  3.51  -0.481
C  0.15  -3.04  4.89  -0.502
C  0.17  -1.93  5.73  -0.353
C  0.31  -0.67  5.17  -0.687
C  0.43  -0.51  3.80  -0.077
C  0.19  0.27  0.86  -0.900
C  1.14  1.28  0.61  0.641
C  0.78  2.62  0.68  -0.830
C  -0.52  3.00  0.97  -0.388
C  -1.49  2.01  1.16  -0.590
C  -1.15  0.67  1.08  0.292
H  2.86  -0.75  1.60  0.306
H  2.73  -2.49  1.48  0.501
H  0.21  -3.74  2.87  0.360
H  0.04  -4.03  5.30  0.356
H  0.08  -2.05  6.80  0.341
H  0.33  0.21  5.81  0.366
H  0.53  0.49  3.38  0.337
H  2.17  1.02  0.40  0.326
H  1.53  3.38  0.46  0.348
H  -0.80  4.04  1.00  0.323
H  -2.52  2.29  1.32  0.352
H  -1.90  -0.09  1.25  0.291
F  -3.92  -1.57  -4.23  -0.240
C  -2.83  -0.83  -4.52  0.505
F  -2.14  -1.49  -5.47  -0.250
F  -3.27  0.32  -5.07  -0.253
S  -1.83  -0.55  -2.98  1.156
O  -2.75  0.24  -2.20  -0.566
O  -1.54  -1.92  -2.63  -0.603
N  -0.61  0.20  -3.74  -0.434
S  0.07  1.62  -3.34  1.136
O  -0.75  2.57  -2.62  -0.566
O  1.49  1.55  -3.14  -0.599
C  0.01  2.32  -5.05  0.454
F  -1.23  2.47  -5.53  -0.242
F  0.70  1.59  -5.94  -0.247
F  0.57  3.56  -5.03  -0.238

=====

[4]
A molecular structure, C54H44N2P2Pd. Source: OMol25; level of theory: ωB97M-V/def2-TZVPD.

Summary:
E_LUMO, eV: -2.6
HOMO-LUMO gap, Ha: 0.1105
Highest occupied orbital energy, eV: -5.63

Each line ends with the Mulliken charge.
Atoms and positions in Å:
C  1.47  -4.58  4.76  -0.519
C  2.22  -4.30  3.61  -0.696
C  2.20  -3.02  3.06  -0.098
C  1.39  -2.02  3.62  0.913
C  1.17  -0.77  2.86  -0.693
C  0.26  0.24  3.34  0.662
C  0.27  1.59  3.01  -1.710
C  1.33  2.24  2.29  0.393
C  0.97  3.27  1.41  0.027
C  1.89  3.81  0.53  -0.548
C  3.23  3.44  0.57  -0.728
C  3.63  2.47  1.50  -0.567
C  2.70  1.88  2.36  -0.336
Pd  -0.28  -1.38  1.37  0.877
P  -2.18  -2.55  1.78  1.163
C  -2.66  -2.31  3.52  0.703
C  -2.52  -3.32  4.48  -0.514
C  -2.83  -3.06  5.81  -0.555
C  -3.28  -1.80  6.20  -0.667
C  -3.42  -0.78  5.24  -0.582
C  -3.12  -1.04  3.90  -0.866
C  -3.68  -2.07  0.88  0.410
C  -4.96  -2.31  1.42  -0.651
C  -6.10  -1.92  0.73  -0.795
C  -5.98  -1.26  -0.51  -0.692
C  -4.72  -1.01  -1.05  -0.961
C  -3.57  -1.42  -0.36  -0.422
C  -1.94  -4.35  1.60  0.969
C  -3.05  -5.21  1.53  -0.489
C  -2.86  -6.59  1.50  -0.698
C  -1.56  -7.12  1.49  -0.714
C  -0.46  -6.26  1.51  -0.826
C  -0.65  -4.88  1.56  -0.570
P  0.47  -1.25  -0.77  0.723
C  2.19  -1.84  -0.76  1.251
C  2.55  -3.06  -1.36  -0.990
C  3.85  -3.55  -1.20  -0.588
C  4.78  -2.85  -0.44  -0.897
C  4.43  -1.63  0.15  -0.454
C  3.15  -1.11  -0.03  -0.472
C  -0.48  -2.19  -2.00  0.173
C  -0.99  -1.58  -3.16  -0.334
C  -1.87  -2.28  -3.99  -0.719
C  -2.22  -3.60  -3.69  -0.702
C  -1.70  -4.22  -2.55  -0.803
C  -0.81  -3.53  -1.72  0.017
C  0.56  0.46  -1.36  0.827
C  1.67  0.92  -2.08  -0.258
C  1.67  2.20  -2.61  -0.876
C  0.55  3.02  -2.46  -0.606
C  -0.57  2.57  -1.75  -0.591
C  -0.54  1.31  -1.16  -0.478
C  0.73  -2.27  4.84  -0.131
C  0.75  -3.56  5.38  -0.905
H  1.45  -5.59  5.17  0.422
H  2.82  -5.08  3.14  0.462
H  2.77  -2.78  2.16  0.118
H  1.98  -0.51  2.18  0.191
H  -0.50  -0.09  4.05  0.296
H  -0.64  2.16  3.20  0.539
H  -0.07  3.61  1.42  0.330
H  1.55  4.55  -0.20  0.329
H  3.94  3.90  -0.12  0.470
H  4.68  2.18  1.55  0.441
H  3.00  1.15  3.11  0.688
H  -2.17  -4.31  4.18  0.379
H  -2.72  -3.85  6.56  0.456
H  -3.52  -1.59  7.24  0.385
H  -3.76  0.21  5.54  0.453
H  -3.25  -0.26  3.15  0.542
H  -5.06  -2.80  2.39  0.424
H  -7.09  -2.12  1.15  0.417
H  -6.88  -0.95  -1.04  0.386
H  -4.62  -0.49  -2.00  0.459
H  -2.58  -1.26  -0.80  0.596
H  -4.06  -4.79  1.52  0.308
H  -3.72  -7.26  1.48  0.432
H  -1.41  -8.20  1.46  0.382
H  0.55  -6.67  1.49  0.482
H  0.22  -4.21  1.60  0.287
H  1.83  -3.60  -1.97  0.414
H  4.14  -4.49  -1.68  0.430
H  5.79  -3.25  -0.29  0.363
H  5.16  -1.06  0.74  0.479
H  2.89  -0.14  0.39  0.143
H  -0.69  -0.56  -3.41  0.391
H  -2.27  -1.80  -4.88  0.432
H  -2.90  -4.14  -4.34  0.392
H  -1.98  -5.25  -2.31  0.446
H  -0.38  -4.03  -0.85  0.339
H  2.54  0.27  -2.23  0.436
H  2.55  2.57  -3.15  0.413
H  0.55  4.03  -2.88  0.333
H  -1.45  3.20  -1.66  0.473
H  -1.38  0.98  -0.53  0.271
H  0.17  -1.48  5.32  0.505
H  0.18  -3.74  6.29  0.431
C  -0.46  5.77  0.54  -0.614
C  0.27  6.64  -0.25  0.506
N  0.89  7.29  -1.02  -0.726
C  -0.80  6.11  1.84  0.374
N  -1.17  6.30  2.95  -0.706
H  -1.00  4.97  0.05  0.396